Entry 1:
This record from OMol25 describes a molecular structure, C24H26ClN3Pt in a non-equilibrium geometry. The level of theory is ωB97M-V/def2-TZVPD.

XYZ file:
```
55
Properties=species:S:1:pos:R:3:mulliken_charge:R:1
C 3.97 2.30 -2.91 1.034
C 3.15 2.22 -4.17 -1.263
C 4.21 3.69 -2.36 -1.177
C 5.15 1.36 -2.84 -1.275
Cl 2.14 1.31 -1.14 -0.443
H 4.92 4.27 -3.01 0.412
H 4.65 3.66 -1.36 0.329
H 3.28 4.26 -2.28 0.326
H 3.75 2.63 -5.01 0.429
H 2.21 2.78 -4.11 0.314
H 2.86 1.19 -4.43 0.329
H 5.96 1.66 -3.55 0.410
H 4.88 0.33 -3.10 0.337
H 5.61 1.34 -1.84 0.345
C -2.27 1.06 -1.12 -0.213
C -1.36 1.96 -0.48 -1.007
C -0.19 2.05 -1.35 -0.718
H -1.55 2.60 0.39 0.694
C -0.41 1.13 -2.47 -0.048
C -1.69 0.57 -2.31 -0.930
H -2.24 0.01 -3.06 0.503
H -3.30 0.90 -0.84 0.550
H 0.60 2.80 -1.23 0.952
H 0.27 1.00 -3.30 0.435
C 1.08 -1.69 1.00 -1.020
C 1.05 -1.31 2.36 0.044
C 1.73 -0.10 2.55 -0.818
H 0.68 -1.94 3.17 0.507
C 2.26 0.32 1.30 -0.376
C 1.93 -0.74 0.31 -0.019
H 2.44 -0.99 -0.63 0.652
H 0.71 -2.62 0.56 0.534
H 1.96 0.37 3.50 0.505
H 3.00 1.13 1.18 0.519
Pt 0.30 0.55 0.04 1.078
N -6.55 -7.10 4.14 -0.409
C -5.91 -6.18 3.79 -0.103
C -5.15 -5.02 3.42 0.442
C -3.83 -5.14 2.94 -1.020
C -3.10 -4.00 2.55 -0.438
C -3.67 -2.72 2.71 1.800
C -4.98 -2.60 3.20 -0.393
C -5.71 -3.75 3.56 -0.976
N -2.94 -1.55 2.30 0.330
C -3.24 -0.22 2.61 -0.123
C -2.26 0.56 2.04 -1.081
N -1.37 -0.25 1.34 -0.178
C -1.82 -1.51 1.50 -0.450
H -3.38 -6.13 2.87 0.420
H -2.11 -4.10 2.12 0.253
H -5.47 -1.62 3.26 0.228
H -6.72 -3.66 3.95 0.448
H -4.12 0.07 3.17 0.433
H -2.25 1.63 2.03 0.440
H -1.45 -2.41 1.03 0.447
```

Output
Net charge ... +2
Energy above the lowest of the compared OMol25 structures with the same formula, charge and spin ... 2.1121 eV
Spin multiplicity ... 5
E ... -45525.489 eV
HOMO (alpha / beta) ... -12.828 / -14.036 eV
HOMO-LUMO gap (alpha / beta) ... 0.19817 / 0.16520 Ha
<S²> ... 6.043

Entry 2:
This record from OMol25 describes C5H9NO in the gas phase. The level of theory is ωB97M-V/def2-TZVPD.

XYZ file:
```
16
Properties=species:S:1:pos:R:3:mulliken_charge:R:1
C -1.63 0.80 1.35 -1.123
C -0.49 1.45 0.62 0.255
O -0.22 2.63 0.74 -0.567
C 0.34 0.60 -0.31 0.181
C -0.28 -0.33 -1.31 -0.386
N 0.35 -0.84 -0.12 -0.241
C 1.64 -1.48 -0.30 -0.855
H -1.86 1.38 2.24 0.353
H -2.52 0.78 0.71 0.271
H -1.39 -0.24 1.61 0.341
H 1.26 1.09 -0.62 0.380
H 0.24 -0.43 -2.26 0.275
H -1.36 -0.44 -1.36 0.214
H 1.48 -2.54 -0.54 0.285
H 2.20 -1.43 0.64 0.298
H 2.24 -1.02 -1.10 0.318
```

Output
Energy above the lowest of the compared OMol25 structures with the same formula, charge and spin ... 1.9498 eV
Spin multiplicity ... 1
E ... -8867.263 eV
HOMO ... -9.372 eV
HOMO-LUMO gap ... 0.37977 Ha

Entry 3:
This record from OMol25 describes a molecular structure, C3H4N4 in a non-equilibrium geometry. The level of theory is ωB97M-V/def2-TZVPD.

XYZ file:
```
11
Properties=species:S:1:pos:R:3:mulliken_charge:R:1
N 1.78 -0.40 -0.55 -0.510
C 0.64 0.33 -0.39 0.430
C 0.14 1.16 0.53 -0.410
N -1.25 0.95 0.30 -0.334
C -1.70 -0.41 0.39 0.102
N -1.17 -1.09 -0.56 -0.457
N -0.59 0.12 -1.08 -0.064
H 2.24 -0.66 0.32 0.221
H 1.81 -1.10 -1.27 0.247
H 0.55 1.85 1.25 0.397
H -2.45 -0.77 1.08 0.378
```

Output
Energy above the lowest of the compared OMol25 structures with the same formula, charge and spin ... 5.9426 eV
Spin multiplicity ... 1
E ... -9130.915 eV
HOMO ... -8.443 eV
HOMO-LUMO gap ... 0.32960 Ha

Entry 4:
This record from OMol25 describes C10H14Si in the gas phase in a non-equilibrium geometry. The level of theory is ωB97M-V/def2-TZVPD.

XYZ file:
```
25
Properties=species:S:1:pos:R:3:mulliken_charge:R:1
C 2.79 -0.81 -1.39 -0.450
C 2.06 0.08 -1.05 -0.494
C 1.03 1.03 -0.87 0.356
C 1.39 2.30 -0.07 -1.110
Si -0.63 -0.08 0.17 0.612
C -1.26 -1.31 -1.23 -0.133
C -0.30 -2.13 -1.76 -0.600
C -0.22 -0.93 1.87 -0.194
C 0.89 -1.72 2.01 -0.635
C -1.94 1.20 0.88 -0.460
C -3.21 1.31 0.56 -0.510
H 3.68 -1.32 -1.72 0.418
H 0.48 1.32 -1.82 0.271
H 0.40 2.71 0.31 0.272
H 1.98 3.00 -0.72 0.378
H 2.09 2.04 0.79 0.291
H -2.36 -1.25 -1.58 0.245
H -0.64 -2.84 -2.51 0.263
H 0.79 -2.23 -1.44 0.001
H -0.72 -0.81 2.81 0.366
H 1.22 -2.04 3.01 0.236
H 1.51 -2.14 1.23 0.200
H -1.51 2.01 1.60 0.223
H -4.02 1.96 1.05 0.243
H -3.47 0.64 -0.14 0.212
```

Output
Energy above the lowest of the compared OMol25 structures with the same formula, charge and spin ... 6.5721 eV
Spin multiplicity ... 1
E ... -18469.039 eV
HOMO ... -8.548 eV
HOMO-LUMO gap ... 0.34051 Ha